[1]
A molecular structure, C14H14N2O3SSr in a non-equilibrium geometry. Source: the OMol25 dataset; level of theory: ωB97M-V with the def2-TZVPD basis set.

gap between HOMO and LUMO: 0.114 Ha
net charge: -2
strongest force on any atom: 8.44 eV Å⁻¹

Geometry as XYZ:
```
35
Properties=species:S:1:pos:R:3:forces:R:3
C -2.1476 -1.8863 -3.3090 -0.4 -1.0 1.1
C -3.1858 -1.5592 -2.3678 0.5 -1.6 0.1
C -2.8016 -2.0741 -1.0761 -0.2 -1.9 -1.5
C -1.5137 -2.7243 -1.2257 -1.5 -1.3 -1.2
C -1.1136 -2.5996 -2.6087 -1.6 -0.7 0.4
Sr -1.1317 -0.3824 -1.4475 2.0 3.0 2.6
N 0.1687 0.6019 -2.8972 2.0 -1.6 -0.6
C -0.8110 1.6542 -3.0801 1.0 1.3 -1.3
C -2.1591 1.5221 -2.3799 0.1 0.6 -0.2
H -3.3295 -1.9190 -0.1414 0.1 0.0 -0.1
H -4.0796 -0.9775 -2.5749 0.3 -0.1 0.0
H -0.9096 -3.1301 -0.4177 -0.1 0.1 -0.1
H -0.1635 -2.9266 -3.0254 -0.2 0.1 0.1
H -2.1187 -1.5883 -4.3551 0.1 0.0 0.3
H -3.0112 1.3918 -3.0066 -0.7 0.2 -0.4
H -0.3147 2.5853 -2.7408 -0.3 0.5 -0.3
H 1.0403 0.4843 -3.4478 -1.3 1.2 -0.1
H -2.2945 2.1178 -1.4862 -0.2 0.5 0.1
H -0.9858 1.7178 -4.1642 -0.3 0.6 -0.2
O -0.1400 -1.8630 3.8531 0.9 -1.9 2.1
S -0.1148 -0.4657 3.6510 0.8 1.5 -8.3
O -1.1561 0.3326 4.1721 -0.6 1.4 2.5
N -0.3438 -0.3274 1.9485 0.2 -0.1 1.1
C 0.6203 0.2474 1.2240 -1.5 -0.7 0.9
O 0.5694 0.4296 -0.0024 1.4 0.5 1.3
C 1.7734 0.6537 2.0846 0.5 0.3 -0.2
C 2.9491 1.2665 1.6401 -0.2 -0.1 0.2
C 3.9345 1.5797 2.5713 0.0 -0.1 0.3
C 3.7491 1.2874 3.9304 -0.3 -0.1 -0.1
C 2.5623 0.6711 4.3685 0.1 0.1 -0.3
C 1.5885 0.3633 3.4219 -0.1 -0.3 1.7
H 3.0792 1.4864 0.5782 -0.2 -0.1 0.3
H 4.8590 2.0557 2.2394 -0.2 -0.1 0.1
H 4.5274 1.5369 4.6529 -0.2 -0.1 -0.2
H 2.4047 0.4380 5.4188 0.1 0.1 -0.1
```
Positions in Å, forces in eV/Å.



[2]
A single C14H14N4S4 molecule in a non-equilibrium geometry. Source: the OMol25 dataset; level of theory: ωB97M-V with the def2-TZVPD basis set.

SMILES string: Cc1nnc(SCc2ccccc2CSc2nnc(C)s2)s1
gap between HOMO and LUMO: 0.327 Ha
net charge: 0
strongest force on any atom: 1.72 eV Å⁻¹
energy above the lowest of the compared OMol25 structures with the same formula, charge and spin: 0.6 kJ/mol

Geometry as XYZ:
```
36
Properties=species:S:1:pos:R:3:forces:R:3
C -2.7469 -3.8221 -1.5707 0.0 -0.2 -0.1
C -2.7336 -2.6374 -0.6882 0.3 -0.3 0.8
N -3.1606 -1.4743 -1.0129 -0.3 -0.8 -1.5
N -3.0629 -0.5561 -0.0637 -0.1 1.0 1.1
C -2.5435 -1.0032 1.0274 0.2 -0.8 0.1
S -2.2605 -0.0731 2.4500 -0.1 0.4 0.4
C -2.4753 1.6213 1.7700 -0.1 -0.5 0.1
C -1.6151 1.9134 0.5818 0.2 0.2 -0.2
C -2.2425 2.2320 -0.6179 0.1 0.1 0.0
C -1.5100 2.5330 -1.7498 0.0 0.0 0.0
C -0.1266 2.5224 -1.6963 0.0 0.0 0.0
C 0.5097 2.2036 -0.5125 0.0 0.1 0.0
C -0.2178 1.8925 0.6328 -0.1 0.1 -0.1
C 0.5355 1.4917 1.8579 0.1 -0.4 0.0
S 0.8497 -0.3263 1.8495 -0.4 0.0 0.3
C 2.3765 -0.3770 1.0537 0.3 -0.6 -0.1
N 3.0779 0.6405 0.6812 -1.2 0.4 0.7
N 4.2228 0.3086 0.1010 1.5 0.0 -0.8
C 4.4400 -0.9489 0.0084 -0.5 -0.7 0.3
C 5.6422 -1.5615 -0.5922 0.2 -0.2 -0.1
S 3.1280 -1.9227 0.6883 0.2 1.0 -0.1
S -2.1100 -2.7045 0.9636 -0.4 0.7 -0.6
H -3.1800 -3.5471 -2.5284 0.0 0.0 0.0
H -1.7334 -4.1911 -1.7219 0.0 -0.1 -0.1
H -3.3345 -4.6210 -1.1207 0.0 -0.1 -0.1
H -2.2417 2.2682 2.6174 -0.1 0.0 0.0
H -3.5282 1.7224 1.5133 0.1 0.1 0.0
H -3.3204 2.2310 -0.6628 -0.1 0.0 0.0
H -2.0190 2.7696 -2.6716 -0.1 0.0 -0.1
H 0.4563 2.7555 -2.5745 0.1 0.0 -0.1
H 1.5883 2.1818 -0.4628 0.1 0.0 0.0
H 1.5184 1.9564 1.8955 -0.1 0.1 0.1
H -0.0116 1.6718 2.7807 0.1 0.0 0.0
H 6.3044 -0.7748 -0.9430 0.0 0.0 0.0
H 5.3628 -2.2020 -1.4275 0.1 0.0 -0.1
H 6.1616 -2.1726 0.1446 0.1 0.0 0.0
```
Positions in Å, forces in eV/Å.



[3]
A molecular structure, C14H14N5O4PtS in a non-equilibrium geometry. Source: the OMol25 dataset; level of theory: ωB97M-V with the def2-TZVPD basis set.

gap between HOMO and LUMO (spin up / spin down): 0.215 / 0.245 Ha
net charge: -1
strongest force on any atom: 1.44 eV Å⁻¹
⟨S²⟩: 2.04
energy above the lowest of the compared OMol25 structures with the same formula, charge and spin: 58.9 kJ/mol
2S+1: 3

Geometry as XYZ:
```
39
Properties=species:S:1:pos:R:3:forces:R:3
Pt -1.2711 1.3108 0.1315 0.1 1.3 -0.7
N -3.2202 0.2505 0.9152 0.4 0.1 -0.2
N -4.5648 0.5952 1.0328 -0.1 0.2 0.0
C -5.0709 1.8437 0.8253 0.2 0.0 -0.1
N -6.3793 1.9311 1.2344 -0.1 -0.1 0.1
S -4.2863 3.1369 0.1742 0.0 -0.1 0.0
H -3.0861 -0.5418 0.2932 0.0 -0.1 0.0
H -2.8037 0.0451 1.8162 -0.1 -0.1 0.1
H -5.1326 -0.0335 1.5773 0.0 -0.1 0.1
H -6.9272 1.0873 1.3050 0.0 0.0 -0.1
H -6.8613 2.7413 0.8874 0.0 0.0 0.0
O -0.7651 -0.1399 2.0374 0.0 -0.3 0.5
C 0.1687 -0.9256 1.9397 0.0 0.0 0.0
C 0.4281 -1.8331 0.8512 0.0 0.1 -0.3
C 1.5338 -2.6669 0.9694 0.1 -0.1 0.1
C 1.9270 -3.4843 -0.0667 -0.2 0.2 0.0
C 1.2379 -3.4377 -1.3020 0.1 -0.1 0.0
C 0.1667 -2.6191 -1.4579 0.0 -0.1 0.0
C -0.3353 -1.7931 -0.3860 0.0 0.0 0.1
O -1.3615 -1.0920 -0.5465 -0.1 -0.3 0.0
N 3.0461 -4.3624 0.1011 0.1 -0.2 0.1
O 3.6090 -4.4045 1.1886 0.0 0.1 0.0
O 3.3865 -5.0607 -0.8452 0.0 0.0 -0.1
H 0.9348 -0.9307 2.7388 0.0 -0.1 0.0
H 2.1052 -2.6787 1.8898 0.0 0.0 0.0
H 1.5933 -4.0588 -2.1122 0.0 0.0 0.0
H -0.3598 -2.5652 -2.4020 0.0 0.0 0.0
N -0.0223 2.5008 -0.5865 -0.4 -0.4 0.2
C 1.3028 2.4669 -0.8166 0.3 0.0 0.0
C 1.9179 3.4702 -1.6121 -0.1 0.0 0.0
C 3.2783 3.4694 -1.8483 0.0 0.0 0.0
C 4.1005 2.4809 -1.3091 -0.1 0.0 0.0
C 3.5239 1.4785 -0.5289 0.0 0.0 -0.1
C 2.1647 1.4665 -0.2894 -0.2 0.0 0.0
H 1.2781 4.2332 -2.0394 0.0 0.0 0.0
H 3.7147 4.2488 -2.4643 0.0 0.0 0.0
H 5.1681 2.4910 -1.4927 0.0 0.0 0.0
H 4.1463 0.6916 -0.1156 0.0 0.0 0.0
H 1.7149 0.6883 0.3129 0.0 0.0 0.0
```
Positions in Å, forces in eV/Å.



[4]
A molecular structure, C14H14N6PdS3. Source: the OMol25 dataset; level of theory: ωB97M-V with the def2-TZVPD basis set.

gap between HOMO and LUMO (spin up / spin down): 0.294 / 0.186 Ha
net charge: +4
strongest force on any atom: 0.46 eV Å⁻¹
⟨S²⟩: 6.04
2S+1: 5

Geometry as XYZ:
```
38
Properties=species:S:1:pos:R:3:forces:R:3
Pd 0.4396 -0.1946 -0.0440 0.0 0.2 0.0
N 4.0127 -1.5992 0.3201 0.0 0.1 0.0
C 3.9246 -0.3026 0.1917 0.1 0.0 0.0
N 2.7463 0.3630 0.0689 0.0 0.0 0.0
C 2.9945 1.6722 -0.0101 0.0 0.1 0.0
C 4.3601 2.0401 0.0325 -0.1 0.1 0.0
S 5.3593 0.7138 0.1855 0.0 -0.1 0.0
C 1.8778 2.6269 -0.1304 0.1 0.0 0.0
C 2.0040 4.0335 -0.1900 0.1 -0.1 0.0
S 0.5175 4.7858 -0.3134 -0.1 0.0 0.0
C -0.2381 3.1967 -0.2898 0.1 0.0 0.0
N 0.6356 2.1607 -0.1752 -0.1 0.0 0.0
N -1.5262 3.0347 -0.3962 -0.1 0.0 0.0
H 3.1714 -2.1568 0.3609 0.0 -0.1 0.0
H 4.9050 -2.0767 0.4140 0.0 0.0 0.0
H 4.7782 3.0366 -0.0300 0.0 0.0 0.0
H 2.9139 4.6191 -0.1723 0.0 0.0 0.0
H -2.1652 3.8212 -0.4820 0.0 0.0 0.0
H -1.9252 2.0986 -0.4045 0.0 0.0 0.0
C -4.5238 -0.0578 0.1257 0.0 0.0 0.0
C -3.8620 -0.4401 -1.0342 0.0 0.0 0.0
C -2.4801 -0.4971 -1.0267 0.0 0.0 0.0
N -1.7433 -0.2000 0.0608 0.0 0.0 0.0
C -2.3948 0.1585 1.1873 0.1 -0.1 0.0
C -3.7729 0.2469 1.2558 0.0 0.0 0.0
H -5.6046 -0.0018 0.1508 0.0 0.0 0.0
H -4.4071 -0.6886 -1.9348 0.0 0.0 0.0
H -1.9363 -0.7690 -1.9234 0.0 0.0 0.0
H -1.7830 0.3594 2.0588 0.0 0.1 0.0
H -4.2478 0.5408 2.1823 0.0 0.0 0.0
S -0.4387 -5.0665 -0.9933 0.0 0.1 -0.1
C -0.6395 -4.7038 0.6027 0.0 0.2 0.1
C -0.2746 -3.3293 0.8770 -0.1 -0.1 0.0
N 0.1578 -2.6351 -0.1894 0.0 -0.5 0.0
C 0.1239 -3.4163 -1.2596 0.0 0.1 0.0
H -1.0059 -5.4274 1.3252 0.0 0.0 0.0
H -0.3547 -2.8655 1.8523 0.0 -0.1 0.0
H 0.4016 -3.0805 -2.2532 0.0 0.0 0.0
```
Positions in Å, forces in eV/Å.